A structure of composition C31H22F9N7OOsSTe at a distorted geometry. Source: the OMol25 dataset; level of theory: the ωB97M-V functional and the def2-TZVPD basis.

Geometry as XYZ:
```
73
Properties=species:S:1:pos:R:3:forces:R:3
Os -0.8427 -0.5657 0.1599 -0.4 -2.5 -1.0
C -4.3946 -2.4628 -2.0411 0.0 0.0 -0.1
C -3.6619 -1.5654 -1.2579 -0.1 0.1 -0.1
N -2.3562 -1.4364 -1.3741 0.5 0.2 0.5
C -1.6783 -2.2263 -2.2376 -0.3 -0.3 -0.3
C -2.3406 -3.1106 -3.1050 0.2 0.2 0.2
C -3.7401 -3.2096 -2.9869 0.0 0.0 0.1
C -1.5786 -3.8822 -4.0355 0.1 -0.1 -0.1
C -0.2301 -3.8007 -4.0614 -0.1 -0.1 -0.1
C 0.4747 -2.9789 -3.1283 -0.1 0.2 0.2
C 1.8778 -2.9571 -3.0503 0.0 0.1 0.2
C 2.4841 -2.2290 -2.0549 0.0 0.0 -0.2
C 1.6944 -1.4951 -1.1764 0.3 0.1 0.2
N 0.3679 -1.4455 -1.2564 0.5 -0.2 -0.2
C -0.2487 -2.1945 -2.2140 -0.1 -0.2 -0.3
H -5.4611 -2.5465 -1.8931 0.0 0.0 0.0
H -4.1546 -0.9304 -0.5328 0.0 0.0 0.0
H -4.2808 -3.8892 -3.6328 0.0 0.0 0.0
H -2.1047 -4.5412 -4.7133 0.0 0.0 0.0
H 0.3448 -4.3906 -4.7626 0.0 0.0 0.0
H 2.4652 -3.5378 -3.7494 0.0 0.0 0.0
H 3.5576 -2.2355 -1.9373 0.0 0.1 0.0
H 2.1506 -0.9464 -0.3626 0.0 0.0 0.0
S 1.6732 1.8191 2.2578 0.3 -0.1 0.8
C 2.1690 3.0441 3.3685 0.2 -1.6 -1.3
N 1.4383 4.0205 3.8459 -1.1 0.7 0.6
C 2.1994 4.8430 4.7958 -0.2 0.2 0.1
C 3.5575 4.1154 4.8752 0.1 0.0 0.0
N 3.4077 3.0783 3.8490 0.0 0.5 0.4
H 0.4134 4.0620 3.7701 1.0 -0.1 -0.1
H 1.6851 4.8838 5.7539 0.1 0.0 0.0
H 2.2916 5.8563 4.4065 0.1 0.0 0.1
H 3.7317 3.6631 5.8510 0.0 0.0 0.0
H 4.3913 4.7719 4.6363 0.0 0.0 0.0
H 4.1183 2.3974 3.6398 -0.2 0.0 -0.1
C 1.9453 2.0270 -1.1412 0.4 -0.1 -0.1
Te 0.0151 1.9785 -0.1778 0.0 0.9 -0.8
C -0.6436 2.2607 -2.2566 -0.3 -0.7 0.1
C 0.4869 2.9530 -2.9428 0.3 0.1 0.0
C 0.2910 3.7007 -4.0999 0.0 -0.1 0.1
C 1.3777 4.2540 -4.7553 0.0 0.0 0.0
C 2.6579 4.0892 -4.2439 0.0 0.0 0.1
C 2.8545 3.3746 -3.0713 0.1 0.1 0.0
C 1.7721 2.8030 -2.4184 -0.5 0.1 0.0
H 2.2745 1.0068 -1.3408 -0.1 0.0 0.1
H 2.6672 2.4964 -0.4760 -0.2 -0.1 0.2
H -1.5833 2.8035 -2.3361 0.0 0.0 0.3
H -0.7902 1.2470 -2.6390 -0.1 0.1 -0.2
H -0.7094 3.8310 -4.4926 0.0 0.0 0.0
H 1.2274 4.8176 -5.6654 0.0 0.0 0.0
H 3.5018 4.5413 -4.7460 0.0 0.0 0.0
H 3.8520 3.2701 -2.6632 0.0 0.0 0.0
N -2.0523 0.1906 1.4316 -1.5 1.1 2.3
C -2.6811 0.6207 2.3264 0.9 -1.2 -1.8
C -3.3133 1.2592 3.3433 -0.5 0.4 0.9
C -4.3225 0.7249 4.1807 0.4 0.0 -0.4
N -5.1501 0.3348 4.8762 -0.2 -0.2 0.2
C -2.8170 2.5608 3.5669 -0.1 0.3 0.1
N -2.3494 3.6023 3.6992 0.2 0.2 0.0
F 0.9457 -3.0608 3.5979 -0.2 -0.1 -0.2
C 0.2272 -2.3942 2.7188 0.5 0.6 0.0
F 1.1061 -1.7520 1.8763 -0.3 -0.3 0.1
F -0.4059 -1.3985 3.3555 -0.1 -0.2 0.0
C -0.7613 -3.2535 1.8634 0.5 -0.2 0.6
O -1.3333 -2.5256 0.8617 0.5 1.9 -0.5
C 0.0329 -4.4283 1.2056 0.2 -0.2 -0.3
F 0.6420 -5.2320 2.0680 -0.2 0.2 -0.1
F -0.7704 -5.1522 0.4286 0.0 0.1 0.1
F 0.9846 -3.9036 0.3920 -0.1 -0.1 0.1
C -1.8865 -3.7970 2.7989 -0.1 -0.1 0.1
F -1.3953 -4.5019 3.8179 0.0 0.2 -0.2
F -2.7335 -4.5600 2.1133 0.1 0.1 0.0
F -2.5842 -2.7655 3.2985 0.0 0.0 -0.1
```
Positions in Å, forces in eV/Å.

Results
Energy relative to the best compared isomer or geometry (same formula, charge and spin), kJ/mol: 87.5
Charge: +2
Kohn-Sham gap (spin up / spin down), eV: 6.96 / 4.07
2S+1: 5
Total energy, Ha: -3308.1511
F_max, eV/Å: 3.0

These are the Löwdin partial charges, in e, on atoms 1 to 5: atom 1 (Os): 1.41, atom 2 (C): 0.01, atom 3 (C): -0.08, atom 4 (N): -0.01, atom 5 (C): -0.16

***

A structure of composition C10H27MgN2O3 at a distorted geometry. Source: the OMol25 dataset; level of theory: the ωB97M-V functional and the def2-TZVPD basis.

Geometry as XYZ:
```
43
Properties=species:S:1:pos:R:3:forces:R:3
Mg 0.0494 -0.0443 0.0344 -1.2 1.4 0.9
C -3.1243 2.3385 1.6692 -0.5 0.1 0.0
C -2.7160 1.0556 0.9702 -0.4 -0.6 0.4
O -1.3570 0.8600 0.8922 1.0 -0.2 -0.3
H -2.7600 2.3990 2.6963 0.3 -0.1 -0.1
H -4.2160 2.3403 1.7581 0.0 0.1 -0.1
H -2.8261 3.2377 1.1267 0.1 -0.1 0.0
H -3.2184 0.9872 -0.0148 0.1 0.2 0.0
H -3.1750 0.2270 1.5541 0.0 0.1 -0.1
C -2.1875 -2.6739 -0.3225 -0.4 0.3 -0.1
C -0.8555 -2.5539 -1.0309 0.3 0.2 0.4
C -0.9036 -1.6115 -2.2275 -0.1 0.0 -0.4
O -0.9433 -0.2683 -1.7654 0.1 -0.4 -0.1
C -1.1592 0.7119 -2.7727 -0.3 0.2 0.1
N 0.2088 -2.0536 -0.0370 -0.4 -2.3 -1.1
H -2.4972 -1.7057 0.0848 0.1 -0.1 0.1
H -2.1629 -3.4137 0.4770 0.1 0.0 0.0
H -2.9789 -2.9660 -1.0139 0.1 -0.1 -0.1
H -0.5112 -3.5193 -1.4050 -0.2 -0.1 0.0
H -1.8026 -1.8182 -2.8174 0.0 0.0 0.1
H -0.0537 -1.7618 -2.9096 0.1 0.1 0.2
H -0.3119 0.7729 -3.4610 0.0 -0.1 0.0
H -1.2923 1.6610 -2.2573 0.1 0.0 0.0
H -2.0820 0.4898 -3.3103 0.1 0.0 -0.1
H 1.0298 -2.5643 -0.3641 0.4 0.6 0.1
H 0.0339 -2.5488 0.8385 -0.2 0.3 0.1
C 4.1419 1.2686 -0.4540 -0.1 -0.2 -0.7
C 2.9154 0.4686 -0.0429 -0.2 -0.3 0.1
C 2.5047 0.7594 1.3917 -0.1 0.6 0.1
O 1.2933 0.0769 1.7060 0.6 0.0 -0.4
C 0.9064 0.2492 3.0694 0.4 0.0 0.4
N 1.7413 0.6804 -0.9578 1.1 0.6 -0.3
H 4.9546 1.1804 0.2622 0.0 0.1 0.1
H 3.8988 2.3155 -0.6472 0.0 0.1 0.4
H 4.5023 0.8890 -1.4149 0.1 -0.1 0.1
H 3.1293 -0.6034 -0.1047 0.1 0.1 0.0
H 2.3447 1.8393 1.5324 0.0 -0.1 -0.1
H 3.3071 0.4721 2.0774 0.0 -0.2 0.0
H -0.0907 -0.1540 3.1914 -0.1 0.1 -0.1
H 0.9446 1.3035 3.3485 -0.3 0.0 -0.2
H 1.6204 -0.2748 3.7142 -0.1 -0.1 -0.1
H 1.7180 1.6739 -1.2005 -0.2 0.0 0.3
H 1.9804 0.2779 -1.8632 -0.1 -0.3 0.1
```
Positions in Å, forces in eV/Å.

Results
Energy relative to the best compared isomer or geometry (same formula, charge and spin), kJ/mol: 7.7
Charge: +1
Kohn-Sham gap, eV: 8.08
Total energy, Ha: -932.4210
F_max, eV/Å: 2.5

These are the Löwdin partial charges, in e, on atoms 1 to 5: atom 1 (Mg): 0.58, atom 2 (C): -0.10, atom 3 (C): -0.46, atom 4 (O): -0.34, atom 5 (H): 0.07